i) 77
Properties=species:S:1:pos:R:3 method="wB97M-V/def2-TZVPD" mol_weight_da=455.4 charge=-1 orbital_gap_ev=7.24 e_homo_ev=-5.92
C 5.566 -0.543 -5.445
C 6.579 -0.998 -6.385
C 7.478 0.123 -6.572
O 7.421 -2.004 -5.897
H 5.176 0.388 -5.855
H 5.888 -0.459 -4.392
H 4.660 -1.168 -5.526
H 6.065 -1.276 -7.265
H 8.155 -0.050 -7.361
H 8.036 0.367 -5.671
H 7.005 1.070 -6.937
O 7.492 1.705 -3.136
H 7.677 0.782 -3.356
H 7.543 1.698 -2.195
O 8.692 3.791 -5.441
H 7.726 3.840 -5.321
H 8.761 3.111 -6.092
O 3.699 -3.160 -3.798
H 3.412 -2.263 -3.987
H 4.336 -3.334 -4.505
O 8.069 -0.793 -10.040
H 8.826 -0.976 -9.507
H 8.493 -0.605 -10.876
O 10.145 -0.755 -5.871
H 10.160 0.169 -6.065
H 9.200 -0.944 -6.157
O 3.658 2.114 -6.448
H 3.439 1.915 -5.537
H 3.812 1.255 -6.795
O 4.837 2.012 -3.655
H 5.764 1.848 -3.647
H 4.451 1.193 -3.356
O 9.316 -3.851 -5.582
H 8.549 -3.281 -5.794
H 9.082 -4.625 -6.131
O 5.576 -3.742 -5.619
H 6.337 -3.187 -5.677
H 5.084 -3.631 -6.434
O 5.511 -1.723 -9.806
H 6.316 -1.180 -9.847
H 5.194 -1.838 -10.709
O 8.667 1.952 -9.148
H 8.475 1.073 -9.460
H 7.969 2.134 -8.507
O 6.580 3.532 -7.712
H 6.189 3.320 -8.567
H 7.268 4.178 -7.872
O 3.923 -0.187 -8.323
H 4.674 -0.688 -8.707
H 3.284 -0.097 -9.027
O 8.198 -0.918 -3.536
H 8.981 -0.488 -3.923
H 7.923 -1.353 -4.378
O 7.785 -2.983 -8.453
H 7.627 -2.476 -9.229
H 7.346 -2.564 -7.698
O 1.912 -1.330 -6.672
H 2.644 -1.033 -7.227
H 1.095 -1.117 -7.089
O 4.270 -3.410 -8.125
H 3.384 -3.207 -8.420
H 4.865 -2.882 -8.603
O 10.191 2.006 -6.978
H 11.124 2.030 -7.075
H 9.848 2.083 -7.897
O 10.378 -0.960 -8.595
H 10.799 -0.186 -8.920
H 10.730 -1.045 -7.723
O 10.096 1.420 -3.633
H 9.327 1.815 -4.037
H 10.811 1.833 -4.112
O 6.865 -1.214 -1.154
H 7.322 -1.959 -0.783
H 7.064 -1.223 -2.079
O 7.328 -3.797 -3.031
H 7.433 -4.028 -3.935
H 8.202 -3.632 -2.739

=====

ii) 77
Properties=species:S:1:pos:R:3 method="wB97M-V/def2-TZVPD" mol_weight_da=455.4 charge=-1 orbital_gap_ev=7.98 e_homo_ev=-6.50
C 1.003 -10.580 -4.160
C 1.574 -11.972 -3.930
C 3.002 -12.008 -4.454
O 1.298 -12.310 -2.636
H -0.053 -10.604 -3.913
H 1.069 -10.385 -5.230
H 1.462 -9.815 -3.468
H 0.988 -12.797 -4.460
H 3.291 -12.543 -5.396
H 3.690 -12.339 -3.614
H 3.242 -10.973 -4.757
O 1.378 -12.374 -7.332
H 2.189 -11.922 -7.627
H 1.672 -13.135 -6.783
O 1.068 -7.540 -4.016
H 0.446 -6.818 -4.204
H 1.892 -7.503 -4.446
O -0.347 -10.130 -7.247
H -1.034 -10.723 -7.546
H 0.326 -10.631 -6.901
O -0.183 -13.584 -0.170
H 0.723 -13.670 0.051
H -0.293 -14.099 -0.922
O 3.276 -13.724 -1.129
H 2.701 -13.252 -1.704
H 3.434 -13.043 -0.453
O 2.487 -14.726 -6.383
H 2.861 -15.042 -7.210
H 1.639 -15.184 -6.179
O 5.756 -13.189 -7.120
H 4.853 -13.495 -7.135
H 6.192 -13.844 -6.594
O -0.078 -10.938 -1.017
H -0.189 -11.428 -0.212
H 0.358 -11.502 -1.690
O 0.392 -8.236 -1.379
H 0.657 -8.125 -2.297
H 0.450 -9.196 -1.266
O -1.329 -12.693 -2.845
H -1.343 -12.964 -1.983
H -0.408 -12.480 -2.922
O 2.801 -10.476 -1.332
H 2.140 -10.984 -1.693
H 2.657 -10.362 -0.430
O -1.925 -8.580 -5.171
H -1.448 -7.790 -5.050
H -1.167 -9.071 -5.470
O -1.137 -13.681 -5.616
H -1.304 -13.246 -4.788
H -0.492 -14.400 -5.603
O 6.141 -13.173 -3.242
H 6.084 -12.592 -3.957
H 5.810 -12.751 -2.456
O 4.016 -14.768 -3.786
H 4.682 -14.272 -3.347
H 3.512 -14.121 -4.241
O 6.064 -11.325 -5.160
H 5.784 -11.943 -5.810
H 7.009 -11.451 -5.241
O 5.264 -10.359 -2.345
H 4.418 -10.654 -1.982
H 5.390 -10.726 -3.209
O 1.302 -15.065 -2.896
H 1.362 -14.143 -3.106
H 2.062 -15.230 -2.302
O 3.534 -8.378 -3.002
H 2.944 -8.798 -2.380
H 4.266 -8.993 -2.967
O 2.665 -8.280 -6.317
H 2.044 -8.795 -5.767
H 2.600 -8.737 -7.156
O -2.118 -9.699 -2.483
H -1.634 -9.016 -2.996
H -1.440 -10.372 -2.367
O 5.371 -8.672 -5.886
H 4.439 -8.589 -5.754
H 5.574 -9.563 -5.549

=====

Relative calculated energies, zero for the most stable structure, unit hartree: i) 0.0000; ii) 0.0305.

=====

i) 13
Properties=species:S:1:pos:R:3 method="wB97M-V/def2-TZVPD" mol_weight_da=142.2 orbital_gap_ev=8.49 e_homo_ev=-9.26
C -1.097 0.327 1.860
C 1.241 -0.099 -1.798
O -0.540 -0.389 0.785
P 1.514 0.188 -0.027
S 2.185 1.801 0.733
S 2.573 -1.625 0.458
H -0.506 0.241 2.816
H -2.036 -0.076 2.048
H -1.365 1.307 1.563
H 2.203 -0.224 -2.371
H 0.491 -0.926 -1.861
H 0.630 0.750 -2.233
H 1.413 -2.117 0.988

=====

ii) 13
Properties=species:S:1:pos:R:3 method="wB97M-V/def2-TZVPD" mol_weight_da=142.2 orbital_gap_ev=7.90 e_homo_ev=-8.92
C -1.843 0.480 0.551
C -0.963 -0.660 0.191
O 2.765 -0.199 0.531
P 0.317 0.222 -0.964
S 1.446 -0.742 -2.238
S 0.061 2.182 -1.119
H -2.248 0.899 -0.389
H -2.599 0.122 1.294
H -1.382 1.398 1.029
H -1.467 -1.401 -0.417
H -0.581 -1.341 1.054
H 3.248 -0.070 -0.380
H 3.247 -0.890 0.857

=====

Relative calculated energies, zero for the most stable structure, unit hartree: i) 0.0334; ii) 0.0000.

=====

i) 9
Properties=species:S:1:pos:R:3 method="wB97M-V/def2-TZVPD" smiles="O=C1CN(Cl)N1" mol_weight_da=106.5 orbital_gap_ev=10.06 e_homo_ev=-9.56
O -2.206 0.701 -0.498
C -1.087 0.460 -0.158
C -0.011 -1.013 -0.116
N 0.866 -0.041 0.526
Cl 2.371 0.255 -0.363
N -0.099 0.998 0.486
H -0.106 -1.985 0.406
H 0.160 -1.287 -1.263
H 0.110 1.912 0.981

=====

ii) 9
Properties=species:S:1:pos:R:3 method="wB97M-V/def2-TZVPD" smiles="O/N=C/Cl.C#N" mol_weight_da=106.5 orbital_gap_ev=10.37 e_homo_ev=-10.06
O 1.464 -2.785 -0.065
N 2.094 -1.603 0.351
C 1.697 -0.589 -0.332
Cl 2.324 0.840 -0.031
H 1.124 -3.117 0.909
H 1.140 -0.840 -1.287
C -0.231 -0.057 0.541
N -0.407 0.935 0.001
H -0.530 -0.875 1.077

=====

Relative calculated energies, zero for the most stable structure, unit hartree: i) 0.0000; ii) 0.0370.

=====

i) 12
Properties=species:S:1:pos:R:3 method="wB97M-V/def2-TZVPD" mol_weight_da=84.1 charge=+1 orbital_gap_ev="7.92 / 7.67" e_homo_ev="-13.10 / -13.11"
C -0.889 -1.244 -0.024
C -2.057 -0.502 1.988
C 1.610 1.209 -0.719
N -1.598 -0.772 0.970
N 0.014 -0.397 -0.653
N 0.447 0.686 -0.099
H -1.376 -2.040 -0.559
H -2.293 -0.211 3.006
H 1.414 1.643 -1.674
H 1.817 2.099 -0.028
H 2.368 0.365 -0.753
H 0.543 -0.837 -1.456

=====

ii) 12
Properties=species:S:1:pos:R:3 method="wB97M-V/def2-TZVPD" smiles="C=CN=[N+]=NC" mol_weight_da=84.1 charge=+1 orbital_gap_ev=8.78 e_homo_ev=-15.29
C -0.948 0.250 1.093
C -0.595 1.629 0.891
N 0.201 1.955 -0.143
N 0.677 0.935 -0.665
N 0.505 -0.215 -0.348
C 0.828 -1.379 -1.072
H -0.547 -0.310 1.844
H -1.748 -0.114 0.595
H -0.921 2.447 1.591
H -0.097 -1.868 -1.128
H 1.158 -1.245 -2.167
H 1.488 -2.084 -0.490

=====

Relative calculated energies, zero for the most stable structure, unit hartree: i) 0.0000; ii) 0.0434.

=====

i) 12
Properties=species:S:1:pos:R:3 method="wB97M-V/def2-TZVPD" smiles="C1[NH2+]CC12N=N2" mol_weight_da=84.1 charge=+1 orbital_gap_ev=10.98 e_homo_ev=-14.96
C 1.141 0.127 0.434
N -0.071 -0.425 -0.306
C -1.008 0.653 0.111
C -0.038 1.117 1.207
N -0.280 1.570 2.554
N 0.137 2.415 1.788
H 1.828 0.614 -0.116
H 1.564 -0.565 1.047
H -0.102 -0.562 -1.314
H -0.342 -1.410 -0.186
H -1.854 0.398 0.674
H -0.974 1.369 -0.663

=====

ii) 12
Properties=species:S:1:pos:R:3 method="wB97M-V/def2-TZVPD" mol_weight_da=84.1 charge=+1 orbital_gap_ev=8.45 e_homo_ev=-15.14
C -1.087 -1.366 -1.196
C 0.684 -0.207 -1.224
C 0.781 1.445 1.640
N 0.014 -1.128 -1.894
N -1.008 -0.713 -0.026
N 0.159 -0.018 -0.055
H -1.936 -2.044 -1.502
H 1.628 0.349 -1.484
H 1.461 0.621 1.822
H 1.233 2.147 1.066
H -0.149 1.570 2.252
H -1.780 -0.654 0.600

=====

Relative calculated energies, zero for the most stable structure, unit hartree: i) 0.0325; ii) 0.0000.

=====

i) 27
Properties=species:S:1:pos:R:3 method="wB97M-V/def2-TZVPD" mol_weight_da=193.2 charge=+1 orbital_gap_ev=7.97 e_homo_ev=-11.65
C -1.873 2.024 -1.025
C -0.912 1.611 0.139
C -1.456 1.147 1.321
N -2.049 -0.146 0.982
C -1.367 -1.158 0.387
N -1.363 -2.462 0.784
N -0.578 -0.910 -0.682
C 0.744 -1.406 -1.159
N 1.626 -0.452 -0.501
C 2.901 -0.756 -0.087
C 3.307 0.318 0.699
N 2.372 1.238 0.781
C 1.385 0.851 0.035
N 0.365 1.835 -0.248
H -2.407 1.135 -1.339
H -1.361 2.353 -1.957
H -2.480 2.818 -0.655
H -0.769 1.210 2.154
H -2.630 -0.538 1.696
H -1.863 -2.917 1.525
H -0.873 -3.048 0.130
H -0.720 0.018 -0.991
H 0.734 -1.352 -2.307
H 0.909 -2.510 -0.857
H 3.446 -1.790 -0.231
H 4.091 0.183 1.438
H 0.820 2.703 -0.031

=====

ii) 27
Properties=species:S:1:pos:R:3 method="wB97M-V/def2-TZVPD" mol_weight_da=193.2 charge=+1 orbital_gap_ev="6.59 / 6.59" e_homo_ev="-10.95 / -10.96"
C -1.825 -2.660 1.818
C -0.999 -1.717 2.346
C -0.811 -1.777 0.138
C 0.617 1.951 0.723
C 1.251 0.275 -0.848
C 0.014 -0.186 -1.538
C 0.790 -0.341 1.487
C 0.245 -0.258 -3.087
N -1.695 -2.666 0.505
N -0.226 -1.216 1.291
N -0.403 -1.517 -1.144
N 1.126 1.646 -0.499
N 0.400 1.021 1.668
N 0.222 3.164 1.047
H -2.647 -3.143 2.177
H -0.943 -1.238 3.274
H 2.235 0.097 -1.217
H -0.713 0.606 -1.441
H 1.866 -0.550 1.783
H -0.667 -0.385 -3.567
H 0.905 -0.989 -3.320
H 0.653 0.697 -3.342
H -0.937 -1.936 -1.832
H 1.254 2.236 -1.352
H 0.111 1.468 2.564
H 0.297 3.921 0.379
H -0.119 3.498 1.988

=====

Relative calculated energies, zero for the most stable structure, unit hartree: i) 0.0116; ii) 0.0000.

=====

i) 81
Properties=species:S:1:pos:R:3 method="wB97M-V/def2-TZVPD" mol_weight_da=584.6 charge=+2 orbital_gap_ev="5.09 / 4.59" e_homo_ev="-13.23 / -13.21"
N -6.910 5.494 -5.317
C -6.611 6.106 -4.173
C -5.868 5.467 -3.170
C -5.352 4.171 -3.402
C -5.668 3.561 -4.638
C -6.473 4.260 -5.557
C -4.490 3.535 -2.412
Be -0.068 -0.043 1.447
P 6.306 -1.019 0.432
C -3.437 2.732 -2.717
C -2.562 2.153 -1.717
C -1.379 1.471 -2.090
C -0.561 0.886 -1.115
C -0.947 0.904 0.222
C -2.047 1.651 0.617
C -2.865 2.266 -0.342
Br 2.058 0.095 1.221
H -4.696 3.815 -1.376
H -3.184 2.527 -3.765
H -5.666 5.990 -2.237
H -5.317 2.560 -4.883
H -6.977 7.126 -4.024
H -6.765 3.792 -6.505
H -1.108 1.403 -3.146
H -3.746 2.815 -0.008
H 0.384 0.425 -1.402
H -2.323 1.782 1.663
P -0.387 -2.101 0.508
C 5.768 0.739 0.609
C 6.865 1.698 0.138
H 5.534 0.892 1.673
H 4.840 0.873 0.035
H 6.693 2.690 0.566
H 7.861 1.359 0.449
H 6.862 1.801 -0.953
C 5.479 -1.457 -1.162
C 6.196 -2.620 -1.854
H 5.506 -0.555 -1.792
H 4.429 -1.700 -0.941
H 5.927 -2.639 -2.915
H 7.285 -2.519 -1.782
H 5.910 -3.584 -1.420
C 5.207 -1.875 1.644
C 5.943 -2.190 2.948
H 4.870 -2.802 1.154
H 4.326 -1.235 1.820
H 5.385 -2.951 3.504
H 6.954 -2.574 2.761
H 6.026 -1.305 3.589
C -0.253 -3.515 1.679
C -1.377 -4.551 1.707
H -0.142 -3.051 2.671
H 0.703 -4.009 1.450
H -2.317 -4.132 2.087
H -1.562 -5.004 0.725
H -1.080 -5.360 2.386
C 0.787 -2.592 -0.834
C 0.283 -2.607 -2.278
H 1.186 -3.581 -0.560
H 1.617 -1.877 -0.721
H -0.286 -3.519 -2.497
H -0.344 -1.739 -2.516
H 1.143 -2.591 -2.960
C -2.071 -2.246 -0.216
C -3.223 -1.781 0.677
H -2.209 -3.295 -0.515
H -2.058 -1.643 -1.134
H -3.932 -1.206 0.067
H -3.773 -2.628 1.108
H -2.907 -1.128 1.503
C -1.911 1.114 5.375
C -1.090 1.971 4.643
C -0.521 1.519 3.457
N -0.721 0.252 2.995
C -1.492 -0.600 3.726
C -2.106 -0.184 4.906
H -2.393 1.455 6.292
H -0.892 2.994 4.955
H 0.103 2.180 2.849
H -1.622 -1.621 3.352
H -2.747 -0.894 5.435

=====

ii) 81
Properties=species:S:1:pos:R:3 method="wB97M-V/def2-TZVPD" mol_weight_da=584.6 charge=+2 orbital_gap_ev="5.16 / 4.87" e_homo_ev="-12.75 / -12.83"
N -6.795 5.297 -5.057
C -6.540 5.850 -3.868
C -5.695 5.235 -2.940
C -5.109 3.995 -3.273
C -5.401 3.427 -4.527
C -6.265 4.124 -5.388
C -4.186 3.348 -2.358
Be 0.014 -0.050 1.264
P 5.538 -0.865 0.553
C -3.278 2.428 -2.765
C -2.352 1.882 -1.838
C -1.130 1.348 -2.297
C -0.137 1.025 -1.369
C -0.448 1.094 -0.017
C -1.614 1.671 0.469
C -2.601 2.005 -0.449
Br 2.157 0.309 0.597
H -4.210 3.768 -1.348
H -3.118 2.226 -3.828
H -5.469 5.708 -1.981
H -4.980 2.473 -4.833
H -6.990 6.811 -3.617
H -6.500 3.700 -6.366
H -0.928 1.285 -3.367
H -3.548 2.416 -0.110
H 0.848 0.723 -1.728
H -1.806 1.869 1.518
P -0.374 -2.077 0.490
C 5.376 0.959 0.683
C 6.599 1.753 0.195
H 5.188 1.169 1.746
H 4.473 1.232 0.120
H 6.516 2.796 0.528
H 7.520 1.325 0.609
H 6.672 1.758 -0.900
C 4.897 -1.376 -1.093
C 5.768 -2.462 -1.763
H 4.875 -0.460 -1.706
H 3.863 -1.724 -0.940
H 5.521 -2.531 -2.832
H 6.835 -2.214 -1.665
H 5.596 -3.453 -1.314
C 4.592 -1.764 1.820
C 5.449 -2.117 3.041
H 4.227 -2.680 1.334
H 3.727 -1.137 2.061
H 4.946 -2.874 3.648
H 6.415 -2.518 2.719
H 5.633 -1.245 3.677
C -0.168 -3.498 1.655
C -1.280 -4.551 1.697
H -0.009 -3.055 2.650
H 0.786 -3.977 1.373
H -2.215 -4.143 2.099
H -1.470 -4.977 0.705
H -0.989 -5.383 2.350
C 0.737 -2.582 -0.890
C 0.193 -2.496 -2.315
H 1.088 -3.606 -0.681
H 1.604 -1.914 -0.782
H -0.622 -3.215 -2.488
H -0.164 -1.485 -2.561
H 1.001 -2.747 -3.019
C -2.068 -2.152 -0.244
C -3.201 -1.772 0.713
H -2.226 -3.155 -0.667
H -2.056 -1.451 -1.090
H -3.959 -1.181 0.178
H -3.708 -2.661 1.114
H -2.855 -1.163 1.558
C -1.605 1.074 5.309
C -0.710 1.889 4.614
C -0.154 1.428 3.417
N -0.483 0.223 2.876
C -1.323 -0.594 3.584
C -1.891 -0.191 4.787
H -2.067 1.413 6.237
H -0.435 2.886 4.957
H 0.561 2.045 2.860
H -1.527 -1.587 3.168
H -2.558 -0.881 5.297

=====

Relative calculated energies, zero for the most stable structure, unit hartree: i) 0.0000; ii) 0.0078.

=====

i) 11
Properties=species:S:1:pos:R:3 method="wB97M-V/def2-TZVPD" mol_weight_da=453.7 orbital_gap_ev="8.12 / 6.98" e_homo_ev="-8.35 / -8.14"
C -0.199 -1.069 -1.380
C -0.601 1.600 1.599
C 0.796 -0.686 -0.363
Br -1.937 -1.447 -0.513
Br 0.626 2.801 1.009
I 1.308 -2.172 1.043
I 2.328 0.588 -0.994
H -0.381 -0.258 -2.085
H 0.032 -1.986 -1.932
H -1.526 1.505 1.066
H -0.447 1.125 2.549

=====

ii) 11
Properties=species:S:1:pos:R:3 method="wB97M-V/def2-TZVPD" mol_weight_da=453.7 orbital_gap_ev=8.91 e_homo_ev=-9.34
C 0.489 -0.398 -1.121
C -0.480 -0.093 1.206
C -0.094 0.576 -0.087
Br 2.099 -1.302 -0.418
Br -1.734 -1.589 0.981
I 1.463 2.107 0.234
I -1.789 1.552 -0.966
H -0.278 -1.009 -1.391
H 0.950 0.090 -2.029
H 0.301 -0.558 1.835
H -0.927 0.623 1.755

=====

Relative calculated energies, zero for the most stable structure, unit hartree: i) 0.1211; ii) 0.0000.